Computed, not measured: a 2-piece molecular cluster, C3H8O2S overall, with ωB97M-V/def2-TZVPD.

The total charge is 0. As for the LUMO energy: 0.78 eV. As for the multiplicity: 1. Its energy is -18170.531 eV. The calculation puts the HOMO energy at -8.906 eV. Its energy above the lowest of the compared OMol25 structures with the same formula, charge and spin is 0.713 eV. As for the SMILES: O=CO.CSC. The calculation puts the HOMO-LUMO gap at 9.682 eV.

Last column: Löwdin charge in e.
Positions of all 14 atoms, in Å:
O 2.54723 0.92176 0.57979  0.024
C 2.30133 0.46226 1.66900  -0.417
O 1.37641 -0.42130 1.95294  0.069
H 2.98662 0.77421 2.47749  0.143
H 0.68507 -0.50678 1.28107  0.041
C 0.19516 -0.48524 -1.21751  -0.378
S -0.61847 0.91561 -0.26213  0.746
C -2.30996 0.21177 -0.48954  -0.408
H 1.28960 -0.49739 -1.10853  0.032
H -0.11416 -0.22996 -2.24687  0.033
H -0.26266 -1.43863 -0.99095  0.029
H -3.02680 0.97648 -0.81293  0.027
H -2.29205 -0.54575 -1.27784  0.028
H -2.75734 -0.13703 0.44599  0.030